Entry 1:
Formula: C21H24N2O2Pm
Source: the Open Molecules 2025 dataset
Level of theory: wB97M-V/def2-TZVPD

Cartesian coordinates (Å):
C 0.224 4.875 2.619
N -0.356 -2.087 -0.010
H -1.078 -4.959 -5.009
C 1.503 0.804 1.897
H 4.846 -1.566 0.888
H 2.469 1.919 0.323
H -0.438 -2.865 -6.202
C 0.988 2.220 2.147
H -0.078 5.903 2.790
O -0.465 2.251 0.194
C 0.060 2.844 1.262
H -1.472 -2.068 1.756
C 3.751 0.266 0.514
H 1.536 4.785 4.331
C 1.121 4.258 3.480
H 5.264 -0.087 -1.029
C -0.509 -2.877 -5.120
H 2.191 2.449 3.888
H -0.982 -4.005 -0.495
C 2.332 0.853 0.537
H 3.586 -0.319 -1.567
C 1.485 2.941 3.224
H 3.565 -1.254 2.065
H 4.730 2.145 1.005
C -0.924 -4.048 -3.077
H -0.995 4.644 0.860
C 4.709 1.113 1.363
H 3.154 -1.820 0.433
H -0.316 -3.411 1.654
C -0.466 -2.351 1.411
C -0.248 -1.727 -4.397
O -0.120 -0.540 -2.369
H 4.214 1.314 -1.333
H 0.022 -0.802 -4.895
H 5.731 0.716 1.329
H -1.182 -4.962 -2.550
C -0.861 -4.054 -4.453
C 3.829 -1.180 1.007
C -0.650 -2.899 -2.305
C -0.330 -1.679 -2.994
C 0.532 -1.477 2.188
H 4.383 1.127 2.408
C -0.683 -3.023 -0.873
C 4.239 0.292 -0.942
H 1.548 -1.826 1.981
N 0.328 -0.089 1.854
H 0.342 -1.665 3.258
H 2.149 0.504 2.731
Pm 0.195 0.283 -0.365
C -0.292 4.176 1.540

Its spin multiplicity is 5. Its lowest unoccupied orbital energy (spin up / spin down) is 2.656 / 2.656 eV. The value obtained for the molecular weight is 481.4 g mol⁻¹. The value obtained for the relative energy (zero: lowest compared OMol25 entry of this formula, charge and spin) is 10.0 kcal/mol. Its total charge is -1. The HOMO energy (spin up / spin down) comes out at -3.43 / -3.42 eV. The calculation puts the total energy at -45798.129 eV.

=====

Entry 2:
Formula: C21H24N2O3
Source: the Open Molecules 2025 dataset
Level of theory: wB97M-V/def2-TZVPD

Cartesian coordinates (Å):
N -0.863 -1.498 -0.193
H 1.032 -2.130 -0.824
C 2.516 2.384 -2.009
C -0.519 -3.607 0.946
C 0.685 5.305 0.542
H 0.215 6.040 1.178
H 0.303 -0.841 -3.167
H -0.980 4.127 -4.316
O 0.291 3.811 -2.805
H 3.239 3.107 0.494
H -0.708 5.619 -1.037
H -0.332 -2.698 -1.839
C -1.559 -0.364 -0.461
C -1.102 0.160 -1.818
C -1.560 -1.801 2.122
C 0.161 5.066 -0.718
H -0.988 1.243 -1.770
H -1.932 -0.792 2.155
C 1.792 4.606 0.983
C 2.379 3.664 0.155
H -2.107 -2.213 4.134
C -0.615 -4.419 2.065
H -1.780 -4.219 5.268
C 1.879 3.416 -1.111
H -1.880 -0.068 -2.551
C -1.311 -4.773 4.459
N 1.571 1.353 -2.389
C 1.426 0.215 -1.682
C 0.062 -1.860 -1.252
C -1.659 -2.612 3.236
H -1.908 -5.661 4.255
H -1.713 4.345 -2.708
H -0.617 5.590 -3.372
H -0.901 -6.535 2.220
C 0.193 -0.598 -2.107
H -0.073 -4.019 0.053
H 0.677 -5.977 2.762
H 0.317 -6.051 1.034
C -1.194 -3.919 3.234
H -0.327 -5.105 4.792
H 2.887 2.859 -2.923
H 2.194 4.787 1.968
O 2.210 -0.160 -0.838
H 3.339 1.893 -1.488
C -0.100 -5.826 2.012
C 0.749 4.123 -1.549
C -0.985 -2.295 0.956
H 0.830 1.660 -3.000
C -0.817 4.516 -3.312
O -2.417 0.154 0.218

Its lowest unoccupied orbital energy is 0.592 eV. The value obtained for the molecular weight is 352.4 g mol⁻¹. The value obtained for the relative energy (zero: lowest compared OMol25 entry of this formula, charge and spin) is 12.4 kcal/mol. Its total charge is 0. The HOMO energy comes out at -8.00 eV. The SMILES is COc1ccccc1CNC(=O)[C@@H]1CC(=O)N(c2ccc(C)c(C)c2)C1. The calculation puts the total energy at -31290.592 eV.

=====

Entry 3:
Formula: C21H24N2O5S
Source: the Open Molecules 2025 dataset
Level of theory: wB97M-V/def2-TZVPD

Cartesian coordinates (Å):
O -2.453 1.825 -1.896
C -1.741 2.401 1.798
H -4.339 2.518 -0.719
H 6.079 0.358 2.804
H 3.545 -2.646 -1.347
C -2.954 -2.362 0.407
H -0.825 -0.128 -1.933
H 3.894 0.463 1.550
H 0.932 3.177 0.076
H 6.323 1.540 -0.055
C 2.353 0.232 -0.751
C -1.754 -1.850 0.907
N 3.441 -0.625 -0.818
C 1.626 -1.706 -1.919
C -2.577 0.411 0.610
H -2.403 2.221 2.645
O -3.038 -3.716 0.323
H -5.083 -4.039 0.467
N -2.314 1.807 0.614
H -4.066 -5.362 -0.156
H -4.911 -1.822 -0.322
H 5.541 2.369 1.353
H -4.433 -3.961 -1.194
C -5.009 1.990 -0.039
S -1.649 2.347 -0.833
C -0.046 1.564 -0.892
H 1.149 -2.490 -1.327
H -4.801 2.293 0.990
C 4.802 0.298 0.984
H -0.644 -0.103 1.362
H 6.840 -0.451 1.367
C -4.228 -4.285 -0.170
H 3.121 2.025 0.176
C 6.106 0.251 1.730
C -3.958 -1.483 0.048
C 3.150 -1.714 -1.754
O -4.908 0.590 -0.196
H 1.323 -1.838 -2.956
C 1.043 2.174 -0.305
C 2.266 1.520 -0.239
C 5.793 1.432 0.878
O -1.504 3.768 -0.717
C 4.654 -0.622 -0.179
H -6.044 2.223 -0.286
C -3.799 -0.094 0.152
H -0.743 2.018 2.038
H 3.661 -1.517 -2.702
H -0.978 -2.534 1.210
H -1.673 3.470 1.606
C -1.581 -0.490 0.990
C 1.248 -0.356 -1.389
O 5.527 -1.386 -0.540
C 0.041 0.298 -1.453

Its lowest unoccupied orbital energy is 0.543 eV. The value obtained for the molecular weight is 416.5 g mol⁻¹. The value obtained for the relative energy (zero: lowest compared OMol25 entry of this formula, charge and spin) is 77.0 kcal/mol. Its total charge is 0. The HOMO energy comes out at -8.33 eV. The SMILES is COc1ccc(N(C)S(=O)(=O)c2ccc3c(c2)CCN3C(=O)C2CC2)c(OC)c1. The calculation puts the total energy at -46218.016 eV.

=====

Copy entry 1 word for word.
Formula: C21H24N2O2Pm
Source: the Open Molecules 2025 dataset
Level of theory: wB97M-V/def2-TZVPD

Cartesian coordinates (Å):
C 0.224 4.875 2.619
N -0.356 -2.087 -0.010
H -1.078 -4.959 -5.009
C 1.503 0.804 1.897
H 4.846 -1.566 0.888
H 2.469 1.919 0.323
H -0.438 -2.865 -6.202
C 0.988 2.220 2.147
H -0.078 5.903 2.790
O -0.465 2.251 0.194
C 0.060 2.844 1.262
H -1.472 -2.068 1.756
C 3.751 0.266 0.514
H 1.536 4.785 4.331
C 1.121 4.258 3.480
H 5.264 -0.087 -1.029
C -0.509 -2.877 -5.120
H 2.191 2.449 3.888
H -0.982 -4.005 -0.495
C 2.332 0.853 0.537
H 3.586 -0.319 -1.567
C 1.485 2.941 3.224
H 3.565 -1.254 2.065
H 4.730 2.145 1.005
C -0.924 -4.048 -3.077
H -0.995 4.644 0.860
C 4.709 1.113 1.363
H 3.154 -1.820 0.433
H -0.316 -3.411 1.654
C -0.466 -2.351 1.411
C -0.248 -1.727 -4.397
O -0.120 -0.540 -2.369
H 4.214 1.314 -1.333
H 0.022 -0.802 -4.895
H 5.731 0.716 1.329
H -1.182 -4.962 -2.550
C -0.861 -4.054 -4.453
C 3.829 -1.180 1.007
C -0.650 -2.899 -2.305
C -0.330 -1.679 -2.994
C 0.532 -1.477 2.188
H 4.383 1.127 2.408
C -0.683 -3.023 -0.873
C 4.239 0.292 -0.942
H 1.548 -1.826 1.981
N 0.328 -0.089 1.854
H 0.342 -1.665 3.258
H 2.149 0.504 2.731
Pm 0.195 0.283 -0.365
C -0.292 4.176 1.540

Its spin multiplicity is 5. Its lowest unoccupied orbital energy (spin up / spin down) is 2.656 / 2.656 eV. The value obtained for the molecular weight is 481.4 g mol⁻¹. The value obtained for the relative energy (zero: lowest compared OMol25 entry of this formula, charge and spin) is 10.0 kcal/mol. Its total charge is -1. The HOMO energy (spin up / spin down) comes out at -3.43 / -3.42 eV. The calculation puts the total energy at -45798.129 eV.

=====

Question: Look up the relative energy (zero: lowest compared OMol25 entry of this formula, charge and spin) of the third one.
Answer: 77.0 kcal/mol